{
  "formula": "C40H108N4O12",
  "method": "the ωB97M-V functional and the def2-TZVPD basis",
  "elements": ["C", "O", "C", "C", "C", "N", "H", "H", "H", "H", "H", "H", "H", "H", "H", "H", "H", "C", "O", "C", "C", "C", "N", "H", "H", "H", "H", "H", "H", "H", "H", "H", "H", "H", "C", "O", "C", "C", "C", "N", "H", "H", "H", "H", "H", "H", "H", "H", "H", "H", "H", "C", "O", "C", "C", "C", "N", "H", "H", "H", "H", "H", "H", "H", "H", "H", "H", "H", "C", "C", "C", "O", "H", "H", "H", "H", "H", "H", "H", "H", "C", "C", "C", "O", "H", "H", "H", "H", "H", "H", "H", "H", "C", "C", "C", "O", "H", "H", "H", "H", "H", "H", "H", "H", "C", "C", "C", "O", "H", "H", "H", "H", "H", "H", "H", "H", "C", "C", "C", "O", "H", "H", "H", "H", "H", "H", "H", "H", "C", "C", "C", "O", "H", "H", "H", "H", "H", "H", "H", "H", "C", "C", "C", "O", "H", "H", "H", "H", "H", "H", "H", "H", "C", "C", "C", "O", "H", "H", "H", "H", "H", "H", "H", "H"],
  "coordinates": [[0.39, 2.72, 3.69], [1.63, 2.43, 3.09], [2.12, 3.44, 2.18], [3.36, 2.97, 1.44], [3.75, 4.13, 0.49], [3.11, 1.68, 0.76], [0.52, 2.64, 4.79], [-0.28, 1.98, 3.27], [0.10, 3.78, 3.50], [1.42, 3.61, 1.30], [2.30, 4.35, 2.73], [4.08, 2.89, 2.20], [3.30, 3.99, -0.49], [4.83, 4.22, 0.31], [3.36, 5.10, 0.90], [3.84, 1.32, 0.13], [3.00, 0.90, 1.46], [0.72, -5.40, 0.63], [0.12, -5.01, 1.88], [0.88, -5.45, 2.99], [0.19, -4.90, 4.30], [1.14, -5.26, 5.42], [-1.14, -5.41, 4.54], [1.46, -4.62, 0.29], [0.00, -5.46, -0.21], [1.17, -6.35, 0.71], [0.89, -6.57, 3.05], [1.92, -5.05, 2.98], [0.11, -3.81, 4.27], [0.84, -4.96, 6.47], [2.11, -4.80, 5.32], [1.23, -6.38, 5.34], [-1.68, -5.55, 3.70], [-0.96, -6.38, 4.91], [-2.10, 1.34, -3.47], [-3.10, 2.09, -2.84], [-3.67, 3.03, -3.72], [-2.64, 4.10, -4.19], [-1.85, 4.74, -3.03], [-3.21, 5.19, -4.97], [-1.90, 0.42, -2.82], [-1.15, 1.88, -3.55], [-2.44, 1.02, -4.51], [-4.13, 2.47, -4.60], [-4.45, 3.52, -3.15], [-1.92, 3.60, -4.90], [-2.57, 5.28, -2.44], [-1.07, 5.39, -3.33], [-1.40, 3.95, -2.40], [-3.72, 4.81, -5.76], [-3.82, 5.69, -4.30], [5.42, 2.29, -5.37], [4.14, 1.78, -4.95], [3.48, 2.86, -4.22], [2.04, 2.47, -3.99], [1.29, 2.43, -5.31], [1.43, 3.37, -2.96], [5.81, 1.33, -5.70], [6.05, 2.56, -4.43], [5.49, 3.13, -6.04], [3.92, 2.89, -3.23], [3.54, 3.77, -4.81], [2.06, 1.47, -3.55], [1.87, 1.81, -6.05], [1.14, 3.48, -5.64], [0.26, 2.09, -5.31], [1.00, 2.85, -2.22], [0.85, 4.08, -3.36], [2.25, -3.42, -2.99], [0.79, -3.14, -2.66], [0.38, -1.74, -3.22], [-0.03, -4.19, -3.24], [2.88, -2.70, -2.59], [2.34, -3.23, -4.03], [2.58, -4.39, -2.66], [0.65, -3.25, -1.58], [0.83, -0.91, -2.63], [-0.71, -1.68, -3.17], [0.60, -1.68, -4.25], [-0.29, -3.92, -4.14], [-5.35, -0.16, -0.20], [-5.72, 1.30, -0.33], [-6.48, 1.78, 0.92], [-4.47, 1.97, -0.38], [-4.56, -0.17, 0.49], [-4.93, -0.67, -1.08], [-6.18, -0.73, 0.19], [-6.27, 1.49, -1.27], [-6.77, 2.81, 1.00], [-5.75, 1.59, 1.70], [-7.35, 1.15, 1.00], [-4.08, 1.85, -1.29], [-3.74, 4.40, 2.22], [-3.22, 5.19, 1.01], [-1.71, 5.09, 0.95], [-3.86, 4.72, -0.17], [-3.49, 3.35, 2.01], [-4.78, 4.42, 2.30], [-3.27, 4.68, 3.16], [-3.51, 6.23, 1.16], [-1.45, 4.07, 0.64], [-1.15, 5.36, 1.86], [-1.42, 5.77, 0.12], [-4.17, 3.80, 0.02], [3.31, -1.72, 3.95], [2.74, -0.37, 4.28], [1.98, -0.32, 5.57], [3.80, 0.52, 4.28], [3.73, -1.69, 2.93], [2.55, -2.49, 4.08], [4.08, -2.01, 4.70], [2.01, -0.09, 3.49], [1.54, 0.63, 5.67], [2.64, -0.52, 6.47], [1.22, -1.04, 5.74], [3.36, 1.40, 4.08], [-4.74, -5.57, -1.15], [-3.36, -5.51, -0.55], [-2.62, -4.17, -0.91], [-3.39, -5.66, 0.88], [-5.46, -5.08, -0.46], [-5.08, -6.60, -1.24], [-4.81, -5.12, -2.12], [-2.78, -6.27, -1.04], [-2.32, -4.17, -1.95], [-1.76, -4.06, -0.28], [-3.24, -3.28, -0.74], [-3.22, -4.76, 1.24], [-1.54, -1.41, 3.72], [-2.53, -2.55, 3.53], [-3.95, -1.96, 3.59], [-2.33, -3.21, 2.23], [-1.73, -1.04, 4.72], [-1.76, -0.69, 2.90], [-0.53, -1.87, 3.62], [-2.41, -3.33, 4.28], [-4.14, -1.26, 4.42], [-4.80, -2.66, 3.45], [-3.99, -1.22, 2.74], [-1.54, -3.70, 2.36], [7.20, -1.03, -1.04], [6.46, 0.24, -1.19], [5.50, 0.16, -2.38], [5.64, 0.55, -0.06], [6.56, -1.87, -0.81], [7.93, -0.95, -0.20], [7.75, -1.30, -1.97], [7.10, 1.08, -1.40], [4.93, 1.06, -2.53], [4.78, -0.63, -2.17], [5.98, 0.05, -3.34], [6.11, 0.22, 0.70], [-1.14, -0.37, -0.30], [0.19, 0.16, 0.22], [1.04, -1.00, 0.69], [0.90, 0.84, -0.75], [-1.01, -1.16, -1.03], [-1.78, 0.47, -0.66], [-1.72, -0.86, 0.49], [0.01, 0.79, 1.10], [1.48, -1.61, -0.13], [0.52, -1.68, 1.36], [1.92, -0.59, 1.18], [1.64, 1.26, -0.30]],
  "lowdin_charge": [-0.09, -0.23, -0.18, -0.41, -0.04, 0.07, 0.09, 0.08, 0.09, 0.15, 0.12, 0.11, 0.06, 0.08, 0.09, 0.07, 0.08, -0.07, -0.21, -0.19, -0.47, -0.08, 0.05, 0.10, 0.08, 0.07, 0.14, 0.13, 0.11, 0.10, 0.06, 0.09, 0.07, 0.10, -0.10, -0.24, -0.18, -0.43, -0.05, 0.03, 0.08, 0.06, 0.12, 0.14, 0.12, 0.13, 0.07, 0.06, 0.07, 0.07, 0.08, -0.12, -0.22, -0.20, -0.42, -0.06, 0.08, 0.08, 0.11, 0.08, 0.10, 0.13, 0.13, 0.10, 0.08, 0.05, 0.04, 0.03, -0.05, -0.45, -0.04, -0.08, 0.04, 0.07, 0.08, 0.10, 0.08, 0.07, 0.06, 0.09, -0.05, -0.47, -0.03, -0.10, 0.04, 0.09, 0.08, 0.14, 0.07, 0.08, 0.08, 0.08, -0.05, -0.49, -0.07, -0.07, 0.08, 0.05, 0.08, 0.13, 0.08, 0.07, 0.08, 0.05, -0.05, -0.57, -0.05, -0.05, 0.09, 0.06, 0.10, 0.12, 0.04, 0.11, 0.06, 0.09, -0.07, -0.46, -0.05, -0.07, 0.09, 0.07, 0.07, 0.12, 0.06, 0.04, 0.08, 0.06, -0.05, -0.45, -0.05, -0.07, 0.08, 0.08, 0.07, 0.11, 0.08, 0.08, 0.07, 0.02, -0.07, -0.49, -0.04, -0.05, 0.08, 0.09, 0.10, 0.13, 0.05, 0.09, 0.08, 0.08, -0.03, -0.50, -0.04, -0.07, 0.05, 0.08, 0.07, 0.13, 0.09, 0.07, 0.04, 0.02],
  "relative_energy_kj_mol": 114.3,
  "multiplicity": 1,
  "total_charge": 0,
  "smiles": "COC[C@H](C)N.COC[C@H](C)N.COC[C@H](C)N.COC[C@H](C)N.CC(C)O.CC(C)O.CC(C)O.CC(C)O.CC(C)O.CC(C)O.CC(C)O.CC(C)O",
  "e_homo_ev": -9.000,
  "molar_mass_da": 837.320,
  "lumo_ha": 0.020,
  "gap_ev": 9.547
}